Entry 1:
{"formula": "C35H95N11O15", "method": "ωB97M-V/def2-TZVPD", "symbols": ["H", "C", "H", "N", "H", "C", "C", "N", "O", "H", "H", "N", "O", "N", "H", "H", "H", "C", "H", "H", "H", "H", "H", "H", "H", "C", "H", "H", "H", "O", "C", "C", "H", "H", "H", "N", "H", "H", "H", "H", "O", "H", "H", "C", "O", "H", "H", "H", "C", "N", "O", "H", "H", "H", "H", "H", "H", "H", "C", "H", "C", "H", "H", "H", "C", "H", "H", "H", "H", "O", "C", "H", "C", "H", "H", "H", "C", "C", "C", "H", "H", "H", "H", "C", "O", "H", "H", "C", "H", "C", "H", "H", "C", "C", "H", "H", "H", "H", "O", "H", "H", "N", "H", "H", "H", "H", "H", "C", "C", "O", "H", "H", "H", "H", "C", "O", "H", "N", "C", "H", "C", "N", "H", "H", "H", "O", "H", "C", "H", "O", "H", "H", "N", "H", "C", "H", "C", "H", "H", "H", "H", "O", "H", "H", "C", "N", "H", "C", "O", "H", "H", "H", "C", "C", "H", "C"], "positions_angstrom": [[-3.2679, 5.8710, 1.8266], [2.0852, 3.8209, -2.2284], [-1.7439, -3.7788, -2.3263], [1.1122, -1.1497, 7.3342], [5.1783, 5.7298, -0.1166], [-0.8105, 0.0181, 6.1062], [1.7984, -2.6174, -5.1637], [0.9083, -3.8408, 3.4686], [-1.4282, -1.1949, 5.9052], [2.5660, -5.0661, 2.3521], [-1.7018, 1.9669, -1.1850], [3.1608, 4.2977, -1.2766], [4.1697, -1.6214, 7.3287], [-2.3979, -0.8551, 1.2798], [-3.0069, -0.6874, -6.4005], [-0.7060, 0.6550, -5.0754], [1.8321, -0.2451, -1.5370], [2.4442, 0.4045, -0.9113], [-1.5730, -2.6603, -8.0070], [-4.8069, -1.8608, -9.4058], [-0.2350, -0.9524, -6.9583], [1.4989, -1.2311, 8.2637], [-5.5640, 4.7645, 3.5532], [1.6775, -1.1475, 5.2353], [-2.2822, 1.2309, -5.6038], [4.0984, 0.0176, -6.1013], [3.1768, 1.9677, -2.8498], [1.4507, -4.2933, -4.1544], [0.6306, 1.7435, 1.3220], [5.4039, 3.9316, 0.4653], [-1.4065, 1.7999, -2.2209], [3.3011, -2.0287, 6.2174], [3.0185, -3.0779, 6.3038], [-0.6942, 0.9748, -2.2243], [-2.0357, -0.5757, 3.9385], [1.3727, -3.2936, -4.0335], [-3.3951, -0.1802, -3.8608], [-1.8145, -0.5699, -3.1887], [-0.7639, -4.1852, -0.0941], [-3.2647, -1.3655, 1.3711], [2.2028, 1.8287, -1.0491], [3.1625, 3.5667, -0.5796], [-1.2109, 0.2777, -7.6604], [0.0115, -2.8986, -3.4925], [0.0839, -4.7252, -1.8959], [-2.2672, 2.6159, 3.8805], [7.1085, 2.7062, -0.1450], [-4.7243, -4.2012, -1.4569], [-1.7658, 0.4036, -5.1170], [-0.2128, -1.0081, 1.1995], [-5.1699, 6.7703, 2.2389], [-0.6337, -2.4634, -4.2557], [6.0227, -1.9411, 8.1183], [0.1386, -2.0274, -2.8499], [-3.6585, 6.3898, 3.4772], [-2.4810, -2.2066, 4.3101], [4.7903, 3.4926, -2.3303], [-2.6791, 3.3658, 0.9271], [-4.7885, -3.8452, -0.4287], [3.6965, -1.9277, 5.2067], [-1.2607, -0.7326, -7.2544], [-3.2909, -1.0099, 5.1758], [-3.8735, -3.6945, 0.1440], [-0.6389, -0.4025, 8.0807], [-2.3702, 0.1760, -3.7569], [-3.6443, 3.9650, 4.6531], [4.4703, 5.2394, -2.5030], [3.6564, -2.8177, -0.5708], [-5.0016, 4.0939, 1.9879], [3.1071, -0.9393, -6.3008], [5.3175, -2.4560, 7.4659], [2.6107, 0.0340, 6.0093], [-6.0122, 0.6867, 2.3456], [-5.5545, 8.2741, 1.0536], [-0.0927, -3.7079, 3.4497], [4.9665, -1.6493, -0.4283], [-3.8131, -2.2803, -9.2489], [0.1068, -0.1107, 7.3412], [-2.5703, 2.6037, 1.6987], [-1.2070, -5.7945, -0.6310], [-6.9808, 0.2203, 2.1657], [3.3785, -1.6831, -4.2837], [-0.0369, 3.2256, 0.5530], [-1.3643, -1.5866, 1.5501], [-6.3924, 1.8133, 2.9657], [-0.9802, 2.6674, -2.7247], [4.1417, 0.8193, -6.8386], [-2.3057, -1.2320, 4.7658], [-1.9881, 4.0882, 3.2620], [-0.8233, -4.0962, -2.8161], [-1.5376, 0.8282, 6.0508], [5.0322, -0.5311, -5.9778], [5.4417, 4.8158, -0.6489], [4.5145, 4.4055, -1.8025], [-5.4288, 0.9161, 1.4539], [5.6126, 2.2503, -0.7482], [0.6211, -1.5775, 1.2227], [-6.0764, -5.3848, -0.3127], [1.0914, -5.7740, 4.5874], [-1.0412, -4.9304, -3.4829], [-5.5962, 2.3475, 2.9180], [-3.8997, 3.6392, 3.7319], [0.4055, -5.5473, -0.0493], [4.3852, -0.3036, 2.5116], [-0.8962, -1.6118, -9.1426], [5.5806, -0.7336, 1.3286], [1.3796, 1.9577, -2.9828], [-4.7025, 4.5991, 2.9063], [2.1332, -0.9270, 6.2006], [-3.0137, -1.2204, -8.7332], [2.4751, -3.3427, -5.6156], [-3.5004, -2.6518, -10.2248], [-0.1953, 0.1961, 5.2242], [-2.3627, 0.0786, 0.8963], [-4.0624, 5.9410, 2.5696], [-1.4100, 1.8719, 1.4121], [-5.4058, 0.0000, 2.9362], [-2.0776, -0.7656, -6.0126], [3.8354, -1.6845, 1.1066], [4.2361, 0.5087, -5.1380], [-1.6629, -1.6359, -8.3682], [2.7064, -5.0019, 3.3502], [-3.9312, 7.8434, 0.8803], [5.9360, 2.0237, 0.9803], [2.0847, -0.4783, -4.6328], [2.7635, -2.0619, 1.6480], [-4.0032, -3.0654, -8.5171], [-4.6998, 7.9476, 1.6462], [1.5334, -3.0551, 3.3589], [-1.3852, -2.7073, 1.9905], [3.4686, 0.0884, -1.1078], [5.7510, -2.6840, 6.4921], [4.6164, -0.7375, 1.6293], [-3.3791, 1.8779, 1.6135], [-0.1236, 2.5278, 1.3859], [-5.1583, -2.8223, -0.4994], [2.6256, -1.3510, -4.9986], [2.1681, 4.3913, -3.1535], [-4.5193, 8.7983, 2.3033], [1.0714, 4.0125, -1.8768], [0.6208, 0.8464, 7.4296], [-2.5667, 1.2961, -2.9233], [0.1464, 3.2004, 2.2000], [2.2099, 0.1818, 0.1297], [1.5181, -4.9309, 3.8949], [4.2590, -2.2346, -0.0077], [-0.1423, -0.0607, 0.8567], [-2.6599, 3.2484, 3.0844], [-5.5804, -4.8014, 0.2663], [3.3497, -5.6105, 3.8359], [6.4681, 4.8616, -1.0128], [4.8925, -3.3315, 7.9569], [2.2375, 2.2742, -2.3895], [6.0558, 2.7049, 0.1378], [1.0198, -2.4577, -5.9096], [-0.3941, -5.0686, -0.6146]], "lowdin_charge": [0.116, -0.145, 0.107, -0.034, 0.129, -0.272, -0.271, 0.187, -0.176, 0.104, 0.073, -0.059, -0.224, 0.198, 0.095, 0.113, 0.083, -0.069, 0.119, 0.082, 0.097, 0.102, 0.129, 0.085, 0.121, -0.154, 0.106, 0.109, 0.073, -0.182, -0.059, -0.178, 0.116, 0.072, 0.067, -0.056, 0.128, 0.101, 0.069, 0.118, -0.215, 0.077, 0.117, -0.132, -0.228, 0.116, 0.086, 0.078, -0.182, 0.201, -0.171, 0.081, 0.084, 0.085, 0.127, 0.079, 0.097, 0.123, -0.161, 0.095, -0.238, 0.086, 0.066, 0.120, -0.240, 0.115, 0.119, 0.131, 0.118, -0.165, -0.110, 0.106, -0.227, 0.086, 0.089, 0.103, -0.113, -0.218, -0.198, 0.084, 0.092, 0.119, 0.083, -0.778, -0.092, 0.084, 0.092, -0.078, 0.108, -0.150, 0.114, 0.086, -0.206, -0.214, 0.069, 0.067, 0.074, 0.071, 0.086, 0.116, 0.019, -0.069, 0.085, 0.120, 0.123, 0.107, 0.095, -0.177, -0.146, -0.186, 0.130, 0.086, 0.099, 0.084, -0.224, -0.240, 0.073, -0.043, -0.720, 0.066, -0.206, 0.137, 0.087, 0.076, 0.111, -0.027, 0.086, -0.136, 0.068, 0.025, 0.069, 0.081, 0.176, 0.103, -0.054, 0.064, -0.201, 0.112, 0.088, 0.095, 0.110, -0.190, 0.090, 0.065, -0.829, 0.178, 0.064, -0.214, -0.117, 0.106, 0.115, 0.086, -0.219, -0.115, 0.104, -0.100], "charge": 0, "lumo_ha": -0.00377, "smiles": "COCCNCCOC.COCCNCCOC.COCCNCCOC.COCCNCCOC.COCCNCCOC.NC(N)=O.NC(N)=O.NC(N)=O.CO.CO", "relative_energy_ev": 0.000, "total_energy_ha": -3121.07650}



Entry 2:
{"formula": "C25H73Cl3O32P8", "method": "ωB97M-V/def2-TZVPD", "symbols": ["C", "O", "C", "O", "H", "C", "O", "C", "H", "H", "H", "C", "O", "H", "H", "H", "C", "H", "C", "H", "H", "H", "H", "H", "O", "H", "H", "O", "H", "H", "H", "H", "P", "O", "H", "H", "H", "H", "P", "O", "C", "C", "H", "H", "O", "O", "H", "Cl", "C", "O", "C", "H", "H", "P", "H", "H", "C", "O", "H", "Cl", "H", "H", "O", "H", "H", "H", "H", "H", "P", "O", "H", "C", "O", "O", "C", "O", "O", "O", "H", "O", "H", "H", "H", "H", "H", "H", "C", "H", "C", "H", "P", "H", "H", "H", "C", "H", "P", "O", "H", "H", "H", "O", "O", "H", "H", "C", "C", "H", "P", "O", "O", "O", "H", "H", "P", "C", "H", "O", "H", "C", "H", "H", "C", "H", "O", "O", "C", "Cl", "O", "O", "H", "C", "H", "H", "H", "C", "H", "O", "H", "H", "H"], "positions_angstrom": [[-2.0985, -28.0937, 26.4679], [4.6544, -22.3827, 35.1907], [6.3108, -24.7348, 34.2303], [-5.2881, -23.7126, 22.5380], [5.7083, -29.4415, 28.9786], [-4.3555, -26.3308, 21.4106], [-5.1942, -25.2995, 24.5568], [4.6755, -21.2903, 28.0577], [-0.3689, -18.5306, 27.4224], [-3.4033, -21.8866, 24.8172], [2.9294, -27.7341, 33.4376], [1.1563, -25.5161, 30.5772], [-3.7824, -19.8017, 24.9752], [1.6585, -23.6616, 35.5739], [-8.7154, -23.8038, 22.5126], [3.3087, -22.7590, 31.0676], [-2.2263, -22.8343, 27.9418], [3.5365, -27.9629, 26.9086], [3.7398, -27.2203, 32.9220], [5.8182, -30.9889, 29.8982], [4.5965, -27.1179, 33.5840], [5.0692, -23.0457, 30.7214], [-6.3418, -24.2849, 25.9046], [6.6909, -25.4162, 33.4705], [0.2557, -24.4303, 30.2868], [8.7689, -20.4695, 29.7313], [6.8242, -23.7753, 34.1607], [4.1698, -27.9837, 31.7578], [-8.9941, -25.5401, 22.3399], [-4.4989, -21.1734, 23.6294], [-0.1782, -18.2295, 23.0961], [4.1357, -21.8556, 28.8092], [6.0706, -19.1281, 28.4068], [-1.5277, -23.3070, 29.1155], [6.2374, -26.6596, 30.4521], [-0.7277, -30.9119, 34.9958], [7.2677, -17.7860, 26.3888], [5.1445, -32.1350, 33.1238], [-0.4402, -24.4257, 28.8799], [4.6955, -24.4063, 28.6093], [-1.1327, -17.7176, 23.1867], [6.4325, -26.6652, 29.3814], [6.0985, -29.4255, 30.7119], [0.7845, -22.0381, 28.9193], [4.1267, -29.8887, 30.2125], [2.7437, -23.4698, 33.8191], [4.1668, -24.2396, 31.5898], [-2.1782, -28.4419, 24.7375], [2.0486, -24.2883, 34.7741], [0.6129, -23.8438, 27.8597], [4.2512, -23.1640, 31.4245], [-0.5066, -31.0316, 33.2131], [1.2322, -24.7705, 34.2432], [-2.7300, -18.6394, 24.9921], [6.4763, -25.1259, 35.2320], [6.2730, -25.0001, 25.1167], [-1.2508, -28.2200, 31.0904], [-1.3181, -29.2923, 33.9103], [5.6165, -21.8124, 27.8834], [-3.3816, -27.0209, 26.9590], [4.1398, -21.3710, 27.1074], [-1.0858, -16.9189, 23.9266], [4.5833, -30.2231, 32.6453], [-3.7245, -27.1434, 21.7671], [-4.7320, -26.6017, 20.4284], [2.2745, -22.7615, 28.3173], [2.1642, -25.1342, 30.7425], [-0.8924, -25.3136, 33.0588], [-5.7723, -24.9592, 23.1295], [4.9103, -24.6002, 33.9716], [8.3554, -19.1029, 30.8182], [-1.3930, -18.8520, 27.2385], [-3.2476, -17.3650, 25.4773], [-0.9588, -25.7203, 28.4398], [4.2249, -31.5729, 32.9581], [-0.2875, -27.9110, 32.0927], [6.8253, -19.6823, 27.1185], [-2.1417, -18.6796, 23.5370], [3.4262, -26.2412, 32.5769], [-5.5046, -26.2547, 22.2805], [-2.7647, -20.9017, 23.5192], [-5.1016, -23.2636, 25.1138], [3.6706, -31.5876, 33.8957], [8.6670, -18.8502, 26.6328], [1.1527, -21.9595, 27.1851], [-3.2686, -23.1200, 28.0506], [-1.9213, -25.6171, 33.2465], [-1.2860, -27.4497, 30.3168], [-5.3215, -24.2479, 25.5213], [7.5030, -19.1045, 25.2741], [4.2628, -23.1404, 34.0151], [-0.9905, -29.1558, 30.5942], [-1.8258, -23.2759, 27.0281], [6.8866, -26.3680, 26.1084], [-8.2309, -24.7616, 22.3366], [-4.6395, -24.4237, 26.3506], [-0.7166, -27.8683, 33.6131], [0.3665, -27.4604, 34.5047], [-3.8038, -25.3959, 21.4053], [-2.2607, -28.3304, 31.4895], [-1.4080, -17.2694, 22.2348], [5.8958, -17.6820, 28.4194], [4.7150, -19.9159, 28.4322], [0.6215, -30.0832, 34.1836], [6.9547, -25.7480, 29.1099], [8.2510, -19.5192, 29.8203], [-0.4167, -30.3973, 34.0919], [-2.4943, -25.5036, 32.3243], [4.4700, -25.6831, 27.9367], [5.2150, -26.8791, 28.6697], [4.9178, -25.8067, 26.4188], [-7.3160, -25.0517, 23.3943], [0.8340, -25.9564, 31.5166], [1.1289, -26.2481, 29.7756], [3.6340, -29.4414, 31.6381], [1.2298, -22.5743, 28.0786], [-1.5717, -19.7264, 27.8688], [2.2099, -29.6477, 31.8533], [-1.1470, -27.6204, 26.6724], [-3.5964, -21.0029, 24.2109], [7.0995, -27.4917, 29.1370], [2.1606, -28.0350, 28.0330], [2.6574, -27.4350, 27.2772], [3.6610, -32.0620, 32.1656], [4.6321, -22.4769, 32.6322], [-1.4983, -19.1915, 25.8524], [5.5416, -29.9375, 29.9293], [-2.1810, -29.6026, 27.3838], [-2.0229, -26.9846, 33.6643], [6.8488, -19.7553, 29.6225], [2.6942, -25.0583, 35.1951], [7.6266, -18.8150, 26.3152], [-7.7437, -24.7765, 21.3617], [2.0262, -27.2507, 26.4109], [8.6378, -18.7957, 29.1035], [6.2724, -25.4672, 26.0966], [-2.1004, -18.0695, 27.5021], [2.9957, -26.1649, 27.8713], [-2.1044, -21.7549, 27.8889], [6.6998, -24.7571, 26.8085], [-2.3813, -24.9873, 34.0030]], "lowdin_charge": [-1.560, -0.208, -0.083, -0.224, 0.076, -0.066, -0.212, -0.111, 0.091, 0.071, 0.080, -0.053, -0.187, 0.095, 0.092, 0.092, -0.064, 0.085, -0.038, 0.094, 0.086, 0.076, 0.096, 0.083, -0.192, 0.090, 0.089, -0.207, 0.090, 0.087, 0.090, 0.045, 0.320, -0.201, 0.084, 0.088, 0.083, 0.088, 0.317, -0.207, -0.072, -0.094, 0.083, 0.096, -0.201, -0.207, 0.062, 0.520, -0.060, -0.204, -0.087, 0.091, 0.066, 0.322, 0.093, 0.092, -0.083, -0.205, 0.083, 0.582, 0.096, 0.087, -0.216, 0.079, 0.089, 0.060, 0.076, 0.067, 0.306, -0.265, 0.093, -0.086, -0.217, -0.250, -0.090, -0.238, -0.223, -0.221, 0.066, -0.199, 0.085, 0.061, 0.090, 0.082, 0.096, 0.088, -0.070, 0.071, -0.095, 0.087, 0.313, 0.087, 0.091, 0.093, -0.083, 0.050, 0.316, -0.221, 0.081, 0.093, 0.090, -0.217, -0.175, 0.073, 0.084, -0.070, -0.075, 0.095, 0.340, -0.217, -0.203, -0.201, 0.068, 0.078, 0.297, -0.069, 0.063, -0.202, -0.009, -0.078, 0.085, 0.095, -0.051, 0.090, -0.188, -0.217, -0.074, 0.526, -0.205, -0.208, 0.090, -0.095, 0.087, 0.095, 0.079, -0.082, 0.083, -0.203, 0.068, 0.081, 0.094], "charge": 0, "lumo_ha": 0.00452, "smiles": "COP(=O)(OC)OC.COP(=O)(OC)OC.COP(=O)(OC)OC.COP(=O)(OC)OC.COP(=O)(OC)OC.COP(=O)(OC)OC.COP(=O)(OC)OC.COP(=O)(OC)OC.ClC(Cl)Cl", "relative_energy_ev": 0.000, "total_energy_ha": -7516.20263}



Number 1: orbital gap 0.3025 hartree. Number 2: orbital gap 0.3879 hartree.